Entry 1:
19
Properties=species:S:1:pos:R:3:lowdin_charge:R:1 method="wB97M-V/def2-TZVPD" relative_energy_kcal_mol=61.6 spin_multiplicity=1 molar_mass_g_mol=100.16 smiles=CC[C@@]1(C)C[C@H]1O orbital_gap_ev=9.301 largest_force_ev_per_a=1.8 total_energy_ev=-8461.6836
C -1.019 -1.770 -0.064 -0.08
C 0.323 -1.117 0.460 -0.16
C 0.545 0.422 0.411 -0.36
C -0.070 1.315 1.512 -0.04
C 1.322 1.254 -0.598 -0.04
C 0.048 0.688 -1.031 -0.35
O 0.254 -0.229 -2.075 -0.03
H -1.184 -1.806 -1.149 0.05
H -1.937 -1.355 0.371 0.07
H -0.987 -2.829 0.224 0.07
H 1.132 -1.625 -0.065 0.11
H 0.341 -1.385 1.510 0.09
H -1.154 1.200 1.492 0.07
H 0.257 1.121 2.548 0.08
H 0.140 2.385 1.350 0.08
H 2.206 0.896 -1.109 0.12
H 1.271 2.329 -0.464 0.10
H -0.918 1.169 -1.006 0.15
H -0.570 -0.664 -2.314 0.07

Entry 2:
185
Properties=species:S:1:pos:R:3:lowdin_charge:R:1 method="wB97M-V/def2-TZVPD" spin_multiplicity=2 molar_mass_g_mol=1066.37 orbital_gap_ev="1.597 / 8.979" total_charge=-1 largest_force_ev_per_a=2.7 total_energy_ev=-101972.8845
C 0.128 6.822 4.855 -0.07
C 1.117 5.659 5.059 -0.42
C 0.641 4.435 4.276 -0.20
O 1.586 3.397 4.413 -0.20
C 1.107 2.174 3.963 -0.09
N 2.427 6.155 4.653 0.05
H 0.071 7.236 3.849 0.08
H 0.301 7.680 5.504 0.07
H -0.856 6.448 5.138 0.07
H 1.180 5.431 6.123 0.14
H 0.324 4.676 3.261 0.13
H -0.279 4.153 4.786 0.11
H 0.919 2.180 2.890 0.09
H 0.194 1.871 4.475 0.07
H 1.906 1.462 4.174 0.09
H 3.028 5.350 4.544 0.01
H 2.333 6.388 3.674 0.07
C 5.599 1.699 5.359 -0.08
C 5.464 2.693 4.247 -0.43
C 5.262 1.898 2.872 -0.20
O 4.154 1.084 2.965 -0.23
C 3.646 0.527 1.721 -0.06
N 4.461 3.659 4.489 0.04
H 5.533 2.175 6.337 0.07
H 6.530 1.134 5.390 0.08
H 4.791 0.967 5.340 0.07
H 6.408 3.227 4.141 0.13
H 6.039 1.168 2.644 0.12
H 5.150 2.615 2.059 0.12
H 4.426 0.114 1.082 0.07
H 3.129 1.326 1.190 0.08
H 2.979 -0.305 1.948 0.08
H 3.531 3.276 4.586 0.05
H 4.651 4.131 5.361 0.08
C 4.530 -8.550 1.896 -0.07
C 4.037 -7.123 2.036 -0.48
C 4.004 -6.403 0.688 -0.24
O 3.115 -5.316 0.829 -0.21
C 3.050 -4.486 -0.293 -0.15
N 2.751 -7.088 2.678 0.04
H 5.409 -8.600 1.253 0.08
H 3.745 -9.095 1.371 0.07
H 4.629 -8.967 2.897 0.08
H 4.706 -6.554 2.681 0.13
H 3.585 -6.984 -0.133 0.11
H 5.042 -6.137 0.486 0.12
H 2.911 -4.996 -1.247 0.07
H 3.918 -3.847 -0.452 0.09
H 2.136 -3.892 -0.287 0.07
H 2.455 -6.135 2.518 0.05
H 2.143 -7.611 2.063 0.05
C 5.003 -1.603 -4.034 -0.04
C 5.263 -0.169 -4.606 -0.42
C 5.548 0.863 -3.534 -0.21
O 4.406 1.220 -2.830 -0.21
C 4.394 0.801 -1.497 -0.08
N 6.277 -0.160 -5.658 0.02
H 5.843 -1.938 -3.426 0.08
H 4.912 -2.352 -4.821 0.07
H 4.069 -1.650 -3.473 0.05
H 4.381 0.175 -5.146 0.12
H 5.897 1.725 -4.102 0.12
H 6.420 0.584 -2.943 0.14
H 5.264 1.118 -0.921 0.10
H 4.404 -0.284 -1.604 0.09
H 3.443 1.039 -1.022 0.08
H 6.407 0.753 -6.071 0.06
H 5.939 -0.676 -6.458 0.07
C -5.193 -1.107 1.152 -0.04
C -5.275 -0.826 -0.339 -0.37
C -6.699 -0.685 -0.891 -0.19
O -7.525 -1.839 -0.745 -0.17
C -8.880 -1.494 -0.710 -0.12
N -4.455 0.393 -0.472 0.07
H -5.819 -1.976 1.357 0.07
H -5.616 -0.276 1.716 0.08
H -4.187 -1.258 1.543 0.07
H -4.799 -1.638 -0.889 0.10
H -6.658 -0.482 -1.961 0.12
H -7.028 0.309 -0.590 0.13
H -9.405 -2.436 -0.552 0.09
H -9.198 -1.053 -1.654 0.08
H -9.020 -0.783 0.104 0.09
H -3.585 0.219 0.010 0.04
H -4.946 1.040 0.129 0.05
C -3.479 4.352 1.977 -0.23
C -3.661 2.971 1.413 -0.26
O -4.917 2.491 1.799 -0.05
O -3.603 4.357 3.398 -0.08
H -4.060 5.129 1.481 0.12
H -2.473 4.732 1.800 0.10
H -2.844 2.364 1.802 0.10
H -3.546 3.019 0.330 0.12
H -5.029 2.724 2.723 0.08
H -2.945 3.750 3.745 0.03
C -0.258 -1.891 2.922 -0.26
C -0.023 -2.650 4.243 -0.27
O 0.723 -1.822 5.064 -0.07
O -1.293 -2.490 2.208 -0.14
H 0.601 -2.114 2.288 0.11
H -0.405 -0.811 2.891 0.10
H 0.493 -3.590 4.047 0.11
H -0.865 -2.993 4.845 0.12
H 1.629 -1.781 4.748 0.09
H -1.257 -3.440 2.342 0.05
C -3.862 2.014 -3.747 -0.22
C -3.582 3.230 -4.686 -0.24
O -4.574 3.532 -5.638 -0.07
O -4.697 2.193 -2.596 -0.10
H -2.925 1.558 -3.428 0.09
H -4.349 1.245 -4.346 0.11
H -2.686 3.094 -5.291 0.11
H -3.451 4.113 -4.061 0.10
H -5.380 3.843 -5.219 0.08
H -4.505 1.493 -1.968 -0.01
C -1.089 3.770 -2.047 -0.24
C -0.113 4.182 -0.965 -0.19
O 1.104 3.438 -1.183 -0.08
O -0.785 4.231 -3.343 -0.07
H -2.127 4.069 -1.900 0.12
H -0.955 2.690 -2.109 0.10
H -0.556 4.005 0.015 0.11
H 0.201 5.222 -1.048 0.12
H 1.255 3.457 -2.131 0.03
H -0.627 5.174 -3.265 0.10
C -2.768 -4.093 -0.833 -0.22
C -4.025 -4.997 -0.732 -0.26
O -5.017 -4.534 0.149 -0.09
O -3.012 -3.032 -1.719 -0.10
H -1.889 -4.630 -1.189 0.09
H -2.512 -3.672 0.139 0.10
H -3.694 -5.921 -0.258 0.09
H -4.483 -5.210 -1.698 0.13
H -4.652 -4.418 1.029 0.08
H -3.882 -2.692 -1.497 0.06
C -2.222 -1.009 -5.902 -0.27
C -2.527 -1.340 -4.502 -0.25
O -2.294 -2.764 -4.296 -0.09
O -3.255 -1.488 -6.716 -0.05
H -1.274 -1.501 -6.118 0.12
H -1.989 0.043 -6.067 0.12
H -3.589 -1.214 -4.292 0.12
H -2.040 -0.651 -3.812 0.09
H -2.592 -2.929 -3.398 0.02
H -3.388 -2.426 -6.566 0.08
C -2.227 -0.102 5.202 -0.21
C -2.328 0.988 4.151 -0.26
O -2.444 2.261 4.691 -0.07
O -3.475 -0.204 5.880 -0.04
H -1.373 0.127 5.839 0.13
H -2.044 -1.032 4.663 0.10
H -3.116 0.807 3.419 0.12
H -1.412 1.044 3.564 0.09
H -3.136 2.270 5.357 0.10
H -3.548 0.637 6.339 0.07
C 1.413 1.153 -4.570 -0.16
C 2.185 2.525 -4.814 -0.21
O 2.582 3.119 -3.612 -0.08
O 0.024 1.439 -4.175 -0.09
H 1.795 0.432 -3.847 0.08
H 1.475 0.562 -5.483 0.11
H 1.517 3.227 -5.313 0.12
H 3.079 2.460 -5.435 0.11
H 3.080 2.426 -3.173 0.05
H -0.057 2.379 -3.997 0.02
C -0.976 -0.026 -0.501 -0.18
C 0.488 0.362 -0.272 -0.19
O 1.152 -0.806 0.263 -0.12
O -1.776 -0.109 0.698 -0.10
H -0.989 -1.054 -0.864 0.11
H -1.563 0.520 -1.240 0.10
H 0.618 1.146 0.473 0.10
H 1.004 0.644 -1.190 0.10
H 1.143 -1.516 -0.383 0.03
H -1.291 -0.738 1.236 0.02
C 0.936 -3.652 -3.706 -0.24
C 1.039 -2.242 -3.217 -0.23
O 1.537 -2.220 -1.901 -0.09
O 2.207 -4.324 -3.525 -0.19
H 0.705 -3.780 -4.763 0.11
H 0.030 -4.108 -3.306 0.10
H 0.058 -1.776 -3.317 0.11
H 1.749 -1.656 -3.800 0.09
H 2.143 -2.959 -1.996 0.04
H 2.184 -5.279 -3.627 0.05

Entry 3:
17
Properties=species:S:1:pos:R:3:lowdin_charge:R:1 method="wB97M-V/def2-TZVPD" relative_energy_kcal_mol=56.0 spin_multiplicity=1 molar_mass_g_mol=107.20 orbital_gap_ev=10.299 total_charge=+1 largest_force_ev_per_a=4.1 total_energy_ev=-17096.5859
C 0.962 1.482 0.667 0.00
C 0.812 -0.007 0.274 -0.24
C 1.364 -0.728 -0.919 -0.16
N 1.422 -2.110 -0.659 0.10
N -0.139 -0.227 -0.780 0.15
S -3.294 0.780 0.604 0.51
H 1.463 1.692 1.613 0.10
H 1.395 2.124 0.005 0.05
H -0.115 1.863 0.771 0.10
H 0.829 -0.728 1.160 0.18
H 1.911 -0.374 -1.869 0.20
H 1.410 -2.721 -1.390 0.07
H 1.213 -2.427 0.295 0.12
H -0.446 0.512 -1.276 0.10
H -4.301 -0.013 0.945 -0.21
H -0.858 -0.955 -0.709 0.17
H -3.628 1.837 1.268 -0.24

Entry 4:
98
Properties=species:S:1:pos:R:3:lowdin_charge:R:1 method="wB97M-V/def2-TZVPD" spin_multiplicity=2 molar_mass_g_mol=774.90 orbital_gap_ev="6.431 / 6.973" total_charge=+1 largest_force_ev_per_a=0.7 total_energy_ev=-159968.9690
Cr 0.288 -0.657 -0.817 0.60
C 4.165 -2.368 -0.333 -0.19
C 4.448 -0.892 -0.058 -0.18
C 3.223 0.024 -0.165 -0.22
N 2.269 -0.320 -1.213 -0.06
C 2.570 -0.183 -2.478 -0.24
C 3.779 0.438 -2.914 -0.02
C 4.366 0.545 -4.151 -0.08
C 3.944 0.067 -5.392 -0.10
C 2.726 -0.526 -5.629 -0.08
C 1.639 -0.743 -4.782 -0.02
C 1.465 -0.547 -3.406 -0.23
N 0.284 -0.677 -2.785 -0.06
C -0.950 -0.651 -3.575 -0.19
C -2.215 -1.197 -2.909 -0.13
C -2.551 -0.635 -1.524 -0.21
N -1.598 -1.227 -0.612 -0.06
C -1.789 -2.322 0.074 -0.21
C -3.071 -2.851 0.384 0.01
C -3.435 -3.898 1.185 -0.07
C -2.644 -4.785 1.931 -0.09
C -1.275 -4.836 1.949 -0.07
C -0.339 -4.072 1.240 0.00
C -0.506 -3.005 0.372 -0.20
N 0.527 -2.464 -0.320 -0.10
C 1.739 -3.236 -0.555 -0.19
C 2.931 -2.952 0.382 -0.16
H 5.058 -2.931 -0.055 0.11
H 4.051 -2.520 -1.410 0.11
H 5.252 -0.562 -0.719 0.10
H 4.835 -0.779 0.959 0.12
H 3.533 1.072 -0.259 0.12
H 2.670 -0.030 0.770 0.08
H 4.344 0.895 -2.113 0.09
H 5.317 1.068 -4.150 0.11
H 4.616 0.189 -6.231 0.10
H 2.551 -0.842 -6.653 0.11
H 0.781 -1.151 -5.295 0.09
H -0.841 -1.204 -4.507 0.10
H -1.138 0.391 -3.866 0.11
H -2.150 -2.285 -2.822 0.12
H -3.034 -0.987 -3.603 0.12
H -3.590 -0.839 -1.263 0.11
H -2.431 0.450 -1.488 0.06
H -3.899 -2.303 -0.045 0.10
H -4.506 -4.044 1.272 0.11
H -3.171 -5.512 2.536 0.10
H -0.841 -5.602 2.582 0.11
H 0.690 -4.372 1.398 0.10
H 2.038 -3.026 -1.584 0.11
H 1.477 -4.296 -0.528 0.12
H 3.217 -3.887 0.869 0.11
H 2.601 -2.289 1.188 0.11
C -2.024 4.859 0.676 -0.25
As -2.202 3.430 1.955 0.61
C -3.050 4.253 3.480 -0.26
C -0.403 3.097 2.560 -0.25
S -3.244 1.747 1.295 0.08
H -1.411 5.651 1.106 0.04
H -3.015 5.244 0.443 0.04
H -1.546 4.461 -0.215 -0.01
H -2.419 5.037 3.898 0.04
H -3.239 3.481 4.222 0.03
H -4.002 4.674 3.160 0.04
H 0.044 4.024 2.918 0.05
H 0.183 2.695 1.737 -0.02
H -0.449 2.372 3.371 0.01
N 0.288 -0.024 1.133 0.13
C 0.079 -0.209 2.258 -0.21
N -0.192 -0.418 3.511 -0.06
C -1.608 -0.532 3.944 -0.12
C -1.660 -0.486 5.463 -0.17
C -0.820 0.663 6.017 -0.17
C 0.661 0.570 5.579 -0.16
C 0.866 -0.514 4.529 -0.13
H -2.027 -1.463 3.555 0.12
H -2.164 0.294 3.496 0.06
H -1.321 -1.436 5.884 0.12
H -2.704 -0.380 5.758 0.12
H -0.891 0.674 7.104 0.11
H -1.248 1.610 5.678 0.10
H 1.311 0.361 6.430 0.12
H 0.992 1.523 5.164 0.10
H 0.824 -1.512 4.968 0.13
H 1.827 -0.421 4.025 0.13
C -2.650 2.936 -2.554 -0.02
N -1.357 2.847 -3.218 -0.11
C -1.147 3.075 -4.568 -0.04
C 0.154 2.832 -4.820 -0.05
N 0.720 2.468 -3.618 0.10
C -0.200 2.459 -2.633 -0.72
S 0.066 2.084 -0.999 0.71
H -3.042 3.947 -2.649 0.10
H -2.519 2.683 -1.503 0.01
H -3.344 2.233 -3.012 0.10
H -1.942 3.396 -5.218 0.13
H 0.723 2.891 -5.730 0.13
H 1.678 2.191 -3.461 0.14